# 1
Entry from the Open Molecules 2025 dataset: a cluster of 4 separate species, C2H9NO5 in total (wB97M-V/def2-TZVPD).

```
! RIJCOSX wB97M-V def2-TZVPD def2/J DEFGRID3
* xyz 0 1
O -1.82951 -2.05529 -0.77190
C -0.71290 -1.55767 -0.54336
N -0.06316 -0.56915 -1.36727
C -0.64025 0.67603 -1.76804
O -1.69387 1.19324 -1.41171
H 0.03896 -2.05273 0.11042
H 0.96865 -0.56152 -1.27330
H 0.07248 1.23710 -2.43056
H 1.99423 -0.34761 0.47832
H 3.06771 0.17279 -0.50342
O 2.42583 -0.52502 -0.41477
H 1.42108 0.24549 2.55642
H 0.04511 0.75542 1.91670
O 0.82548 0.17557 1.77657
H -1.98376 0.91484 0.42415
H -2.26466 1.44535 1.87835
O -1.67143 0.85314 1.34337
*
```

Properties
- Orbital gap: 10.338 eV
- DFT total energy: -512.56478 a.u.
- Energy above the lowest of the compared OMol25 structures with the same formula, charge and spin: 0.560 eV
- SMILES string: O=CNC=O.O.O.O
- Strongest force on any atom: 0.0730 hartree/bohr

Atomic partial charges in e from the natural (NBO) method, atoms 1 to 4: O -0.53; C 0.54; N -0.71; C 0.57


# 2
Entry from the Open Molecules 2025 dataset: a structure of composition C43H46N4OsP2S (wB97M-V/def2-TZVPD).

```
! RIJCOSX wB97M-V def2-TZVPD def2/J DEFGRID3
* xyz 4 5
Os 0.56771 -0.70583 0.84778
C 4.80648 -1.21454 0.00303
C 5.42706 -1.15517 1.24203
C 4.65062 -0.97027 2.37554
C 3.27539 -0.83638 2.25681
N 2.68710 -0.86371 1.04381
C 3.43499 -1.06664 -0.05069
C 2.36844 -0.81159 3.42037
C 2.81184 -0.69782 4.72927
C 1.91338 -0.88234 5.77154
C 0.59129 -1.18039 5.48243
C 0.20286 -1.21811 4.15431
N 1.06102 -1.01756 3.15273
H 5.37078 -1.37064 -0.90516
H 6.49827 -1.28218 1.32848
H 5.11825 -0.96509 3.34873
H 2.91182 -1.13018 -0.99823
H 3.84567 -0.47643 4.95071
H 2.25200 -0.81121 6.79691
H -0.12955 -1.37248 6.26458
H -0.82912 -1.41532 3.89093
C -0.89722 4.44614 -5.32101
S -2.42814 3.57728 -5.07270
C -2.02827 2.39686 -3.76268
C -1.72389 3.09844 -2.42241
C -2.06226 2.24092 -1.19301
N -1.06606 1.21748 -0.81710
P -1.62017 -0.19585 0.01709
C -2.58623 -1.12216 -1.17386
C -2.20470 -1.11980 -2.51900
C -2.91767 -1.87041 -3.43708
C -3.99535 -2.64335 -3.01527
C -4.35711 -2.67091 -1.67508
C -3.65036 -1.92173 -0.74754
C -2.69454 0.36384 1.36260
C -4.06681 0.56811 1.21524
C -4.81143 1.01332 2.29765
C -4.20487 1.25089 3.52375
C -2.83515 1.06633 3.67252
C -2.08765 0.61621 2.59813
P 0.47815 1.53927 -0.11489
C 1.72363 1.50021 -1.42177
C 2.99869 1.95414 -1.06019
C 4.03846 1.90238 -1.97286
C 3.82201 1.36541 -3.23775
C 2.56431 0.89270 -3.59177
C 1.51290 0.95975 -2.68751
C 0.41043 3.24479 0.48616
C 1.04291 4.26582 -0.22972
C 0.89059 5.58124 0.17918
C 0.12379 5.88426 1.29689
C -0.50298 4.86939 2.00984
C -0.35418 3.55041 1.61496
H -0.86950 4.77888 -6.36052
H -0.04562 3.80839 -5.09170
H -0.89195 5.33921 -4.68548
H -1.19189 1.79344 -4.12130
H -2.91561 1.76676 -3.68358
H -2.33965 3.99711 -2.33786
H -0.68030 3.41233 -2.38517
H -3.00026 1.71006 -1.37374
H -2.23142 2.91731 -0.35306
H -1.34861 -0.53447 -2.83300
H -2.63082 -1.86849 -4.48055
H -4.54589 -3.23672 -3.73335
H -5.19006 -3.27951 -1.34903
H -3.92970 -1.94887 0.29823
H -4.55782 0.38396 0.26833
H -5.87628 1.16911 2.18477
H -4.79737 1.57904 4.36749
H -2.35554 1.27716 4.62000
H -1.01617 0.47107 2.71096
H 3.16066 2.37649 -0.07291
H 5.01571 2.28002 -1.70102
H 4.63642 1.31781 -3.94896
H 2.40755 0.47198 -4.57665
H 0.53202 0.58668 -2.95951
H 1.64914 4.04409 -1.09681
H 1.38404 6.37014 -0.37300
H 0.02688 6.91147 1.62296
H -1.09789 5.10632 2.88178
H -0.83105 2.76497 2.18625
C 1.91162 -5.67400 -0.41419
C 0.53770 -5.28075 0.16462
C 0.34894 -5.86250 1.58631
C -0.59741 -5.73722 -0.77075
C 0.49245 -3.84401 0.31802
N 0.45708 -2.70320 0.47375
H 1.97484 -6.76114 -0.42863
H 2.73313 -5.29446 0.19413
H 2.02430 -5.31532 -1.43698
H 0.42390 -6.94721 1.52297
H -0.63251 -5.61156 1.98865
H 1.12093 -5.50709 2.26942
H -0.58633 -6.82554 -0.81041
H -0.45071 -5.35937 -1.78217
H -1.57401 -5.41987 -0.40508
*
```

Properties
- Orbital gap (spin up / spin down): 8.763 / 5.368 eV
- DFT total energy: -3055.39554 a.u.
- Strongest force on any atom: 0.0289 hartree/bohr

Atomic partial charges in e from the Mulliken method, atoms 1 to 4: Os 1.02; C -1.12; C -0.75; C -0.84


The highest strongest force on any atom belongs to which entry? C2H9NO5


The highest strongest force on any atom belongs to which entry? C2H9NO5


What is the formula in the first record? C2H9NO5